(1)
DFT (the ωB97M-V functional and the def2-TZVPD basis) results for C5H8O2 as an isolated structure.

Each line ends with the Löwdin charge.
Atoms and positions in Å:
O -0.637 1.856 -0.882  -0.01
C -0.811 0.545 -0.467  -0.33
C 0.087 -0.478 -1.273  -0.11
C 1.059 -0.815 -0.198  0.04
C 0.155 -1.121 0.990  -0.11
C -0.219 0.359 0.947  -0.34
O 1.076 0.968 0.854  -0.13
H 0.203 2.120 -0.459  0.10
H -1.867 0.286 -0.555  0.15
H -0.491 -1.381 -1.503  0.12
H 0.481 -0.044 -2.193  0.12
H 1.766 0.104 0.316  0.11
H -0.677 -1.793 0.763  0.12
H 0.677 -1.413 1.902  0.12
H -0.803 0.808 1.757  0.15

E_HOMO (spin up / spin down) = -8.9920 / -8.9924 eV
Frontier orbital gap (spin up / spin down) = 8.525 / 8.526 eV
Spin multiplicity = 1
Lowest unoccupied orbital energy (spin up / spin down) = -0.01716 / -0.01715 hartree

---

(2)
DFT (the ωB97M-V functional and the def2-TZVPD basis) results for a 3-piece molecular cluster, C19H45P overall.

Each line ends with the Löwdin charge.
Atoms and positions in Å:
C 5.499 1.625 -2.550  -0.12
C 6.270 0.303 -2.588  -0.24
C 5.434 -1.005 -2.437  -0.21
C 3.923 -0.832 -2.324  -0.27
C 3.293 -0.677 -3.712  -0.26
C 1.813 -0.218 -3.783  -0.42
P 0.975 0.038 -2.159  0.85
C -0.575 0.915 -2.623  -0.36
H 5.264 1.911 -1.528  0.07
H 4.593 1.626 -3.147  0.05
H 6.138 2.415 -2.946  0.07
H 6.863 0.254 -3.498  0.09
H 6.980 0.340 -1.764  0.09
H 5.658 -1.653 -3.284  0.10
H 5.805 -1.541 -1.565  0.10
H 3.522 -1.746 -1.885  0.10
H 3.674 -0.029 -1.637  0.07
H 3.357 -1.659 -4.180  0.10
H 3.903 -0.023 -4.330  0.10
H 1.762 0.700 -4.372  0.07
H 1.216 -0.939 -4.335  0.07
H 1.692 1.103 -1.563  -0.06
H -1.201 0.272 -3.235  0.03
H -0.406 1.847 -3.161  0.03
H -1.118 1.147 -1.710  0.00
C 0.495 -3.020 0.057  -0.13
C 0.169 -3.590 1.435  -0.27
C -0.923 -4.658 1.411  -0.23
C -2.280 -4.169 0.901  -0.23
C -2.867 -2.986 1.668  -0.27
C -3.143 -3.288 3.138  -0.11
H -0.364 -2.524 -0.392  0.05
H 1.291 -2.280 0.125  0.04
H 0.828 -3.809 -0.623  0.08
H -0.119 -2.776 2.106  0.10
H 1.075 -4.030 1.863  0.10
H -1.038 -5.072 2.417  0.10
H -0.595 -5.491 0.781  0.11
H -2.987 -5.004 0.939  0.11
H -2.195 -3.897 -0.155  0.10
H -3.803 -2.692 1.186  0.10
H -2.202 -2.120 1.592  0.09
H -3.837 -4.125 3.239  0.07
H -3.588 -2.423 3.634  0.07
H -2.229 -3.539 3.677  0.06
C -0.934 1.855 2.484  -0.11
C -2.404 1.828 2.078  -0.27
C -2.757 2.855 1.002  -0.23
C -2.540 4.313 1.408  -0.23
C -3.304 4.753 2.656  -0.27
C -4.820 4.659 2.507  -0.11
H -0.650 2.815 2.919  0.07
H -0.727 1.084 3.228  0.07
H -0.291 1.669 1.621  0.07
H -3.032 1.976 2.961  0.10
H -2.647 0.832 1.697  0.10
H -3.799 2.709 0.702  0.10
H -2.157 2.652 0.109  0.10
H -2.833 4.953 0.569  0.11
H -1.473 4.495 1.563  0.10
H -3.035 5.789 2.878  0.10
H -2.984 4.166 3.521  0.10
H -5.167 5.270 1.672  0.07
H -5.320 5.011 3.410  0.07
H -5.145 3.632 2.333  0.06

E_HOMO = -8.3480 eV
Frontier orbital gap = 9.203 eV
Spin multiplicity = 1
SMILES string = CCCCCCPC.CCCCCC.CCCCCC
Lowest unoccupied orbital energy = 0.03141 hartree

---

(3)
DFT (the ωB97M-V functional and the def2-TZVPD basis) results for C51H39N5O3S4ScSe as an isolated structure.

Each line ends with the Löwdin charge.
Atoms and positions in Å:
Sc 0.079 0.887 0.301  0.84
C -3.889 2.850 -0.895  -0.02
O -2.949 3.832 -0.346  0.07
C -1.868 3.159 -0.033  -0.35
N -1.867 1.883 -0.134  0.03
C -3.168 1.492 -0.715  -0.22
C -3.948 0.482 0.094  -0.18
C -5.055 -0.113 -0.511  -0.02
C -5.806 -1.055 0.171  -0.06
C -5.459 -1.418 1.468  -0.09
C -4.366 -0.824 2.076  -0.07
C -3.615 0.127 1.391  -0.05
C -0.682 3.884 0.463  -0.14
C -0.625 5.252 0.683  0.07
C 0.530 5.767 1.254  0.01
C 1.577 4.918 1.593  0.05
C 1.440 3.572 1.303  -0.17
N 0.344 3.076 0.729  0.07
C 2.463 2.543 1.563  -0.35
N 2.350 1.352 1.119  0.08
C 3.642 0.693 1.418  -0.21
C 4.235 1.615 2.492  -0.03
O 3.545 2.877 2.256  0.05
C 3.616 -0.772 1.771  -0.18
C 2.455 -1.520 1.866  -0.04
C 2.512 -2.879 2.148  -0.06
C 3.734 -3.500 2.344  -0.07
C 4.903 -2.756 2.259  -0.07
C 4.843 -1.404 1.970  -0.03
H -4.028 3.114 -1.942  0.07
H -4.810 2.934 -0.322  0.14
H -2.944 1.059 -1.693  0.11
H -5.324 0.153 -1.527  0.12
H -6.663 -1.509 -0.309  0.11
H -6.047 -2.155 1.999  0.11
H -4.090 -1.089 3.089  0.11
H -2.791 0.613 1.899  0.04
H -1.469 5.874 0.425  0.14
H 0.608 6.828 1.449  0.13
H 2.477 5.283 2.067  0.13
H 4.235 0.788 0.495  0.16
H 5.299 1.804 2.387  0.14
H 3.993 1.285 3.503  0.15
H 1.489 -1.038 1.789  0.03
H 1.594 -3.444 2.241  0.10
H 3.777 -4.556 2.572  0.11
H 5.862 -3.231 2.414  0.11
H 5.764 -0.839 1.885  0.12
S -2.136 -5.845 -1.173  1.08
C -3.525 -6.233 -0.262  -0.39
C -3.943 -5.184 0.500  -0.16
C -3.123 -4.041 0.345  -0.11
C -2.093 -4.248 -0.536  -0.48
C -1.054 -3.300 -0.931  -0.17
C -1.087 -1.980 -0.434  -0.04
N -0.171 -1.072 -0.717  0.05
C 0.828 -1.383 -1.585  -0.14
C 0.949 -2.666 -2.130  -0.11
C 2.030 -2.945 -3.032  0.01
C 2.907 -1.979 -3.374  0.01
C 2.785 -0.649 -2.851  -0.11
C 3.636 0.401 -3.230  0.05
C 3.439 1.670 -2.725  -0.17
C 2.384 1.843 -1.805  -0.12
N 1.585 0.875 -1.417  -0.05
C 1.758 -0.357 -1.949  -0.17
C 4.273 2.814 -3.094  -0.48
C 4.302 4.059 -2.519  -0.11
C 5.233 4.927 -3.136  -0.17
C 5.894 4.330 -4.166  -0.39
S 5.390 2.718 -4.397  1.08
C -0.007 -3.625 -1.769  0.06
H -3.962 -7.214 -0.338  0.07
H -4.806 -5.223 1.147  0.11
H -3.305 -3.116 0.870  0.09
H -1.899 -1.655 0.206  0.11
H 2.116 -3.942 -3.442  0.12
H 3.712 -2.185 -4.068  0.13
H 4.438 0.198 -3.928  0.11
H 2.184 2.824 -1.393  0.11
H 3.683 4.355 -1.686  0.10
H 5.401 5.949 -2.833  0.11
H 6.646 4.756 -4.808  0.07
H 0.085 -4.624 -2.178  0.11
Se -0.321 0.850 2.907  0.73
C -0.984 -0.778 3.675  -0.62
C -1.471 -0.717 4.979  -0.14
C -1.996 -1.842 5.591  -0.08
C -2.047 -3.055 4.919  -0.09
C -1.554 -3.130 3.625  -0.09
C -1.028 -2.001 3.015  -0.15
H -1.448 0.223 5.516  0.10
H -2.372 -1.771 6.604  0.11
H -2.458 -3.931 5.401  0.10
H -1.577 -4.069 3.084  0.10
H -0.626 -2.087 2.017  0.06
C -3.472 0.244 -4.833  -0.13
O -2.322 0.544 -4.041  -0.28
C -2.005 1.839 -3.807  -1.34
S -2.968 3.080 -4.324  0.63
S -0.539 1.971 -2.929  0.65
H -3.484 -0.840 -4.913  0.09
H -3.395 0.708 -5.815  0.08
H -4.381 0.609 -4.353  0.07

E_HOMO = -8.9604 eV
Frontier orbital gap = 5.279 eV
Spin multiplicity = 1
Charge = +1
Lowest unoccupied orbital energy = -0.13531 hartree

---

(4)
DFT (the ωB97M-V functional and the def2-TZVPD basis) results for a 4-piece molecular cluster, C19H30NO17P2S overall at a distorted geometry.

Each line ends with the Löwdin charge.
Atoms and positions in Å:
C 2.475 -3.948 1.671  -0.06
C 2.707 -2.449 1.509  -0.25
O 2.076 -1.777 2.582  -0.27
C 1.932 -0.362 2.395  -0.31
C 0.424 -0.005 2.333  -0.56
S -0.712 -1.379 2.108  0.91
C 0.049 1.025 1.191  -0.72
O 0.872 1.100 0.265  -0.01
O -1.037 1.632 1.350  -0.05
O 0.135 0.643 3.606  0.03
C 1.244 1.075 4.187  -0.56
O 1.246 1.951 5.018  0.09
C 2.434 0.288 3.695  -0.48
P 2.712 -0.994 5.037  0.92
N 1.104 -1.425 5.422  -0.14
O 3.158 0.060 6.251  -0.33
P 3.885 1.400 3.318  0.88
O 5.121 0.345 3.608  -0.31
O 3.919 2.446 4.554  -0.28
H 3.388 -4.508 1.471  0.06
H 2.170 -4.178 2.689  0.07
H 1.721 -4.301 0.972  0.07
H 3.781 -2.238 1.541  0.12
H 2.307 -2.124 0.547  0.12
H 2.481 -0.090 1.499  0.13
H -0.622 -1.957 3.312  -0.13
H 1.123 -2.118 6.162  0.03
H 0.527 -0.652 5.750  0.05
H 2.443 0.671 6.492  0.04
H 5.738 0.682 4.267  0.05
H 3.492 2.121 5.360  0.03
C -3.992 0.406 -3.148  -0.03
C -3.332 -0.390 -2.051  -0.32
C -2.336 0.377 -1.209  -0.09
O -1.422 -0.649 -0.818  0.03
C -1.450 -1.619 -1.736  -0.57
O -0.688 -2.531 -1.820  0.14
O -2.492 -1.430 -2.596  0.05
H -4.497 1.277 -2.731  0.09
H -3.250 0.738 -3.875  0.09
H -4.726 -0.199 -3.680  0.08
H -4.086 -0.871 -1.421  0.16
H -2.759 0.846 -0.325  0.13
H -1.785 1.127 -1.782  0.15
C -0.051 4.376 0.571  -0.02
C -0.394 5.822 0.809  -0.31
C -1.066 6.515 -0.355  -0.10
O -0.659 7.882 -0.188  0.05
C 0.517 7.878 0.488  -0.58
O 1.210 8.837 0.626  0.15
O 0.786 6.651 0.968  0.09
H -0.934 3.798 0.313  0.08
H 0.685 4.279 -0.228  0.10
H 0.380 3.928 1.462  0.09
H -0.991 5.928 1.719  0.16
H -2.151 6.444 -0.332  0.13
H -0.697 6.155 -1.319  0.14
C -0.109 -4.808 -5.653  -0.02
C -1.314 -4.121 -6.238  -0.32
C -2.360 -3.704 -5.229  -0.08
O -3.571 -3.770 -6.003  0.06
C -3.380 -4.667 -6.996  -0.57
O -4.238 -5.092 -7.700  0.15
O -2.074 -5.016 -7.078  0.08
H 0.364 -4.172 -4.905  0.09
H -0.398 -5.751 -5.188  0.09
H 0.621 -5.035 -6.430  0.08
H -1.009 -3.270 -6.854  0.16
H -2.208 -2.702 -4.839  0.13
H -2.438 -4.403 -4.394  0.14

E_HOMO = -5.8733 eV
Frontier orbital gap = 8.167 eV
Spin multiplicity = 1
Charge = -1
Lowest unoccupied orbital energy = 0.08430 hartree

---

(5)
DFT (the ωB97M-V functional and the def2-TZVPD basis) results for C5H13ClN2Si in the gas phase at a distorted geometry.

Each line ends with the Löwdin charge.
Atoms and positions in Å:
C -0.648 -2.689 1.065  -0.04
C 0.539 -2.026 1.068  -0.22
C -0.060 -1.263 -2.311  -0.18
C 1.271 2.268 0.727  -0.19
C -0.809 1.342 1.390  -0.15
N 1.070 -0.789 -1.504  -0.22
N 0.366 1.167 0.602  -0.32
Si 0.906 -0.447 0.178  0.47
Cl 3.449 -0.092 0.241  -0.05
H -0.574 -3.670 1.574  0.07
H -1.541 -2.367 0.622  0.03
H 1.178 -2.264 1.917  0.06
H 0.111 -1.786 -3.225  0.05
H -0.844 -1.887 -1.657  0.10
H -0.679 -0.353 -2.672  0.09
H 1.647 2.416 1.680  0.05
H 2.184 2.322 0.039  0.07
H 0.716 3.158 0.383  0.09
H -1.464 0.335 1.335  0.12
H -0.708 1.570 2.379  0.05
H -1.531 1.996 0.981  0.07
H 1.798 -0.179 -1.943  0.07

E_HOMO = -8.9617 eV
Frontier orbital gap = 9.385 eV
Spin multiplicity = 1
SMILES string = C=C[Si@@](Cl)(NC)N(C)C
Lowest unoccupied orbital energy = 0.01557 hartree

---

(6)
DFT (the ωB97M-V functional and the def2-TZVPD basis) results for a 2-piece molecular cluster, C2H4FNO2 overall at a distorted geometry.

Each line ends with the Löwdin charge.
Atoms and positions in Å:
C 0.774 -0.333 -1.235  -0.55
C 0.338 -0.033 0.125  -0.35
N -0.057 1.251 0.401  0.12
O 0.532 0.399 -2.175  0.10
O 1.539 -1.387 -1.557  0.13
F 1.133 -0.599 1.131  0.02
H -1.149 -1.170 -0.198  0.20
H -0.367 1.546 -0.495  0.08
H 2.120 -1.723 -0.903  0.10
H -0.705 1.455 1.221  0.16

E_HOMO = -9.4152 eV
Frontier orbital gap = 8.905 eV
Spin multiplicity = 1
Lowest unoccupied orbital energy = -0.01876 hartree